Run w
A cluster of 2 separate species, C5H15NP in total. Source: the Open Molecules 2025 dataset; level of theory: ωB97M-V with the def2-TZVPD basis set.

Last column: natural (NBO) charge in e.
Geometry (Å):
P -1.23531 -1.56294 -2.23283  0.73
N 1.36405 0.68987 0.63895  -0.50
C -1.03429 0.79976 1.12081  -0.70
C -0.13248 -0.30923 -1.65395  -1.08
C 0.25518 0.05558 0.93189  0.57
C 0.29487 -1.37476 1.39579  -0.68
C 1.46907 2.14534 0.41942  -0.42
H -0.75188 0.67952 -1.68306  0.22
H -0.03217 -1.26872 2.44128  0.26
H -2.40170 -1.12437 -1.43419  0.02
H 2.42736 2.14015 -0.05239  0.23
H -0.30851 -2.01410 0.68017  0.27
H -1.88026 0.15212 0.88163  0.26
H 0.65736 2.42963 -0.18351  0.21
H 2.22213 0.13362 0.39653  0.43
H 0.80135 -0.41345 -2.14566  0.22
H 1.41750 2.84953 1.22189  0.24
H 1.40969 -1.64178 1.32977  0.23
H -0.67464 -2.72329 -1.58023  -0.02
H -1.05232 0.90469 2.19679  0.26
H -1.05112 1.76177 0.61587  0.24
H -1.76388 -2.30891 -3.30495  0.01

orbital gap	8.38	eV
E_LUMO	-0.126	Ha
total charge	+1

Run x
The ion C5H15NP with charge +1. Source: the Open Molecules 2025 dataset; level of theory: ωB97M-V with the def2-TZVPD basis set.

Last column: natural (NBO) charge in e.
Geometry (Å):
P -2.73765 -0.11564 0.47687  0.33
N 1.23334 0.44091 -0.73787  -0.52
C 1.93232 1.36182 0.24944  -0.44
C 0.06515 -0.34357 -0.25407  0.15
C -1.14419 0.82466 0.19493  -0.67
C -0.44666 -1.31600 -1.40097  -0.67
C 0.30965 -1.19825 1.01101  -0.65
H 2.09026 -0.21012 -1.06613  0.44
H -0.64138 -1.77522 1.19887  0.25
H 0.28834 -1.45827 -2.21647  0.23
H -1.21808 -0.87228 -2.05046  0.25
H 2.71482 0.91884 0.89482  0.25
H -3.19780 1.17207 0.76368  0.00
H 2.44814 2.24601 -0.30865  0.26
H 1.00033 0.89080 -1.55040  0.42
H -0.85246 1.35159 1.10962  0.22
H -2.48711 -0.29770 1.87967  -0.01
H -0.76316 -2.30316 -1.01065  0.26
H 1.02214 -1.94775 0.72372  0.23
H 0.48410 -0.53458 1.83074  0.23
H 1.01469 1.65729 0.84179  0.24
H -1.11480 1.50854 -0.57947  0.21

orbital gap	10.14	eV
SMILES	C[NH2+]C(C)(C)CP
E_LUMO	-0.123	Ha
total charge	+1

The calculated energies rank the structures as follows, beginning with the most stable: run x, run w.

Run w
The molecule CH4FN. Source: the Open Molecules 2025 dataset; level of theory: ωB97M-V with the def2-TZVPD basis set.

Last column: natural (NBO) charge in e.
Geometry (Å):
F 1.73062 -0.38037 -0.47172  -0.29
N 0.87453 0.47874 0.27368  -0.18
C -0.64624 -0.22695 0.14911  -0.48
H -0.44901 -1.07722 -0.61655  0.22
H -0.73587 -0.57082 1.16233  0.21
H -1.41421 0.53921 -0.05389  0.20
H 0.64018 1.23741 -0.44296  0.31

orbital gap	11.51	eV
SMILES	CNF
E_LUMO	0.040	Ha

Run x
The molecule CH4FN. Source: the Open Molecules 2025 dataset; level of theory: ωB97M-V with the def2-TZVPD basis set.

Last column: natural (NBO) charge in e.
Geometry (Å):
F -1.04936 -1.15552 0.44805  -0.45
N -0.01784 0.86379 -0.08071  -0.84
C 0.23198 -0.44635 0.06621  0.16
H 0.00153 1.59670 0.64260  0.40
H -0.74553 1.02571 -0.77229  0.38
H 1.14023 -0.80753 0.58000  0.19
H 0.43899 -1.07680 -0.88384  0.16

orbital gap	11.41	eV
SMILES	NCF
E_LUMO	0.042	Ha

The calculated energies rank the structures as follows, beginning with the most stable: run x, run w.

Run w
The molecule C3H5P. Source: the Open Molecules 2025 dataset; level of theory: ωB97M-V with the def2-TZVPD basis set.

Last column: natural (NBO) charge in e.
Geometry (Å):
P 0.76985 0.00353 -1.82602  0.18
C -0.82642 0.33897 0.93864  -0.18
C 0.00021 -0.62969 1.15974  -0.18
C 0.52647 0.46427 0.29480  -0.41
H 1.21347 1.31014 0.67162  0.20
H 0.16442 -1.10751 -1.44855  -0.05
H -0.46842 0.50617 -2.30131  -0.03
H 0.42968 -1.35639 1.88766  0.24
H -1.80925 0.47051 0.62341  0.22

orbital gap	9.44	eV
SMILES	PC1C=C1
E_LUMO	0.033	Ha

Run x
A cluster of 2 separate species, C3H5P in total. Source: the Open Molecules 2025 dataset; level of theory: ωB97M-V with the def2-TZVPD basis set.

Last column: natural (NBO) charge in e.
Geometry (Å):
P 1.76772 0.21607 -0.06323  0.31
C -0.91303 -0.17063 0.01292  -0.07
C 0.30891 -0.89496 -0.02470  -0.64
C -1.89960 0.58413 0.05358  -0.23
H -2.79095 1.28615 -0.00686  0.26
H 0.93961 1.31803 0.43187  0.00
H 0.68436 -1.63054 1.44520  0.15
H 1.57257 1.03004 -1.25265  -0.03
H 0.33042 -1.73829 -0.59612  0.23

orbital gap	9.46	eV
E_LUMO	0.002	Ha

The calculated energies rank the structures as follows, beginning with the most stable: run w, run x.